No. 1
Density functional theory data (ωB97M-V/def2-TZVPD) for an isolated ion of composition C5H9N2 and charge +1 in a non-equilibrium geometry.

Atoms and positions in Å:
C: -1.371 -0.205 -1.384
C: -0.349 0.157 -0.676
C: 1.076 0.325 -1.104
C: -0.410 0.720 0.708
C: -0.349 -0.357 1.830
N: -1.798 1.109 0.903
N: -2.824 0.880 0.564
H: -1.490 -0.721 -2.405
H: -2.459 0.091 -0.985
H: 1.095 -0.165 -2.155
H: 1.636 -0.168 -0.326
H: 1.190 1.425 -1.043
H: 0.216 1.542 1.105
H: -0.748 -0.250 2.838
H: 0.615 -0.688 2.074
H: -0.747 -1.291 1.524

Properties
HOMO level: -14.954 eV
LUMO: -0.220 hartree
net charge: +1
energy above the lowest of the compared OMol25 structures with the same formula, charge and spin: 5.240 eV
SMILES: C=C(C)[C@H](C)[N+]#N

***

No. 2
Density functional theory data (ωB97M-V/def2-TZVPD) for C16H18BBrF2N2Ni as an isolated structure in a non-equilibrium geometry.

Atoms and positions in Å:
Ni: -1.166 0.524 -0.839
Br: -1.875 -1.544 -1.702
C: -0.145 -1.872 -2.510
C: 0.020 -3.018 -3.235
C: 1.263 -3.275 -3.831
C: 2.296 -2.396 -3.667
C: 2.141 -1.218 -2.906
C: 3.208 -0.319 -2.707
C: 3.028 0.817 -1.969
C: 1.780 1.117 -1.399
C: 0.700 0.271 -1.540
C: 0.879 -0.920 -2.307
H: -0.793 -3.719 -3.339
H: 1.386 -4.174 -4.416
H: 3.257 -2.589 -4.123
H: 4.170 -0.544 -3.146
H: 3.848 1.500 -1.808
H: 1.678 2.041 -0.841
C: -0.205 1.740 1.835
C: -0.233 1.666 3.383
N: -0.974 0.491 3.804
C: -0.338 -0.699 3.274
C: -0.320 -0.644 1.724
N: -0.949 0.606 1.274
C: -2.335 0.641 1.764
C: -2.336 0.577 3.313
H: 0.818 1.691 1.459
H: -0.660 2.662 1.472
H: -0.716 2.546 3.811
H: 0.776 1.597 3.794
H: -0.892 -1.571 3.630
H: 0.676 -0.753 3.676
H: -0.872 -1.489 1.305
H: 0.702 -0.676 1.339
H: -2.877 -0.211 1.342
H: -2.806 1.561 1.410
H: -2.886 -0.296 3.672
H: -2.798 1.469 3.740
F: -2.518 3.231 -0.613
B: -1.930 2.333 -1.443
F: -2.000 2.844 -2.682

Properties
HOMO level (spin up / spin down): -7.563 / -8.083 eV
LUMO (spin up / spin down): 0.015 / -0.007 hartree
multiplicity: 3
net charge: 0

***

No. 3
Density functional theory data (ωB97M-V/def2-TZVPD) for a 2-piece molecular cluster, H5NO overall in a non-equilibrium geometry.

Atoms and positions in Å:
N: -0.370 -1.576 -0.083
H: -0.883 -0.712 -0.371
H: -0.926 -2.014 0.652
H: 0.426 -1.088 0.380
O: 0.492 1.472 -0.136
H: 0.690 1.797 -1.010
H: 0.572 2.121 0.568

Properties
HOMO level: -9.868 eV
LUMO: 0.030 hartree
net charge: 0
energy above the lowest of the compared OMol25 structures with the same formula, charge and spin: 0.309 eV
SMILES: N.O

***

Question: Which formula does entry 1 have?
Answer: C5H9N2

***

Question: The highest net charge belongs to which entry?
Answer: C5H9N2

***

Question: Among the records above, which one has the highest net charge?
Answer: C5H9N2

***

Question: What is the net charge in the third record?
Answer: 0